{"formula": "C18H30CaF4O6P", "method": "ωB97M-V with the def2-TZVPD basis set", "molar_mass_da": 489.5, "total_energy_ev": -70006.7488, "total_charge": 1, "multiplicity": 1, "homo_lumo_gap_ev": 1.586, "species": ["C", "C", "C", "P", "C", "C", "C", "O", "C", "C", "O", "C", "C", "C", "O", "O", "O", "C", "C", "O", "C", "C", "C", "C", "F", "C", "F", "F", "F", "H", "H", "H", "H", "H", "H", "H", "H", "H", "H", "H", "H", "H", "H", "H", "H", "H", "H", "H", "H", "H", "H", "H", "H", "H", "H", "H", "H", "H", "H", "Ca"], "coordinates": [[1.8522, 2.0710, 2.1429], [0.9257, 1.7465, 1.1086], [-0.4738, 1.6678, 0.1866], [-1.4224, -0.0228, 0.3915], [-0.2961, -0.7454, -0.9701], [-0.6006, -0.6762, -2.5089], [0.3424, 0.4728, -3.2951], [0.3760, 0.0654, -4.7211], [0.7111, 1.2963, -5.4669], [-0.0665, 1.8245, -6.8179], [1.7364, 2.0711, -5.0282], [-2.3343, 0.5494, 1.9963], [-1.8343, 1.8501, 2.8028], [-2.8487, 1.9808, 4.1330], [-2.7445, 1.1719, 5.1962], [-3.9219, 3.0240, 4.0605], [-0.1772, -0.3576, 1.5266], [0.4328, -1.5420, 1.7731], [2.0824, -1.4162, 1.4892], [2.7593, -0.9990, 2.7381], [4.1383, -0.5255, 2.4682], [5.1155, -1.6918, 1.8100], [-2.3883, -1.6971, 0.6641], [-2.3410, -2.7988, -0.5018], [-3.8734, -1.5351, 0.9108], [-2.7169, 0.7183, -0.7669], [-3.6279, -0.1608, -1.5022], [-3.6617, 1.7186, -0.1190], [-2.2462, 1.6950, -1.8291], [2.8366, 2.3621, 2.7145], [0.0236, 1.7879, -0.8939], [-1.1494, 2.6100, 0.2783], [0.0918, -1.8674, -0.8023], [0.7672, -0.2033, -0.8199], [-1.6534, -0.5239, -2.9561], [-0.2179, -1.6731, -3.0581], [1.4391, 0.4883, -2.8884], [-0.0973, 1.5519, -3.2050], [-1.1800, 2.1085, -6.5761], [-0.0025, 0.9641, -7.6358], [0.5230, 2.7437, -7.2897], [-3.4820, 0.5925, 1.9962], [-2.1021, -0.3482, 2.7628], [-1.9268, 2.8887, 2.2782], [-0.7660, 1.6594, 3.3021], [-3.7931, 3.5669, 3.2084], [0.3949, -1.8157, 2.9386], [0.1527, -2.5611, 1.2455], [2.3344, -0.6774, 0.6183], [2.5050, -2.4984, 1.2161], [4.1581, 0.3836, 1.7135], [4.6102, -0.1792, 3.5055], [4.9842, -1.6815, 0.6353], [4.8661, -2.7283, 2.2969], [6.2420, -1.4157, 2.0305], [-2.1056, -2.2415, 1.6886], [-3.2127, -3.5862, -0.2768], [-1.3477, -3.4605, -0.4528], [-2.5227, -2.4535, -1.6012], [6.7340, -3.5477, 2.1556]], "forces_ev_per_a": [[-5.2, -1.9, -7.1], [4.2, 3.2, 6.6], [3.5, 2.7, -0.9], [0.9, 0.1, 1.5], [3.3, -1.4, -1.4], [1.6, 0.0, -3.2], [-0.2, -0.4, 1.4], [0.1, 4.2, -1.1], [5.0, 3.5, 1.8], [0.6, -1.0, -0.2], [-6.4, -5.0, -2.4], [-1.3, 0.0, 3.5], [-0.4, 0.2, 2.1], [-0.2, -2.7, 3.8], [-1.0, 5.5, -6.8], [3.2, -1.9, -1.2], [0.4, -2.0, 0.1], [3.0, -2.2, 1.8], [-0.3, -0.9, -0.4], [2.5, 0.5, -1.8], [-0.5, 0.5, 0.7], [-0.2, 0.7, -0.5], [-2.2, -3.2, 0.5], [-0.4, -1.9, 0.0], [2.6, 0.3, -0.6], [-5.4, 3.8, -3.9], [2.7, 2.2, 2.0], [2.4, -3.0, -1.1], [-0.5, -3.0, 2.3], [-2.6, -0.8, -1.6], [-1.4, -0.4, 2.3], [1.4, -1.6, 0.3], [-1.5, 2.4, 0.1], [-2.5, -0.9, -0.3], [1.5, -0.2, 1.4], [-0.9, 2.0, 1.4], [-2.0, -0.1, -0.6], [0.7, -2.1, -0.1], [2.3, -0.7, -0.5], [-0.5, 1.7, 1.9], [-1.3, -2.0, 1.6], [1.7, -0.1, -0.7], [-0.5, 2.1, -1.8], [0.4, -2.1, 0.7], [-2.4, 0.7, -1.4], [-0.1, -1.4, 1.8], [0.0, 0.6, -2.2], [0.0, 2.3, 0.5], [-0.6, -1.2, 1.6], [-0.8, 2.0, 0.4], [-0.2, -1.9, 1.4], [-1.2, -0.9, -2.3], [0.2, -0.5, 2.3], [-0.7, 1.8, -0.7], [-1.7, 0.1, -0.2], [-0.1, 1.4, -2.3], [1.8, 1.8, -0.4], [-2.0, 1.6, -0.1], [0.5, -0.3, 2.2], [0.8, -0.7, -0.1]]}



{"formula": "C41H41AlBBeF10N2NaO12", "method": "ωB97M-V with the def2-TZVPD basis set", "molar_mass_da": 1013.6, "total_energy_ev": -109967.4745, "total_charge": 2, "multiplicity": 1, "homo_lumo_gap_ev": 0.957, "species": ["O", "C", "C", "C", "C", "C", "C", "C", "C", "C", "C", "F", "F", "C", "F", "F", "F", "C", "O", "C", "C", "C", "C", "C", "C", "C", "C", "C", "C", "O", "N", "C", "C", "C", "C", "C", "C", "H", "H", "H", "H", "H", "H", "H", "H", "H", "H", "H", "H", "H", "H", "H", "H", "H", "H", "H", "H", "Na", "C", "C", "C", "O", "C", "O", "O", "H", "H", "H", "H", "H", "H", "O", "H", "Be", "C", "C", "O", "H", "H", "H", "H", "H", "B", "F", "F", "F", "F", "N", "O", "O", "O", "F", "C", "C", "C", "C", "C", "C", "H", "H", "H", "H", "H", "Al", "C", "O", "H", "H", "H", "H"], "coordinates": [[-0.2105, -6.7116, 1.7777], [0.4010, -5.9155, 1.1494], [1.8281, -5.4533, 1.5481], [1.8986, -3.9624, 2.0368], [1.5026, -2.8795, 1.0083], [0.3183, -2.2230, 1.4338], [-0.2723, -1.1987, 0.7458], [0.3948, -0.8144, -0.5487], [1.5438, -1.4713, -0.9926], [2.1897, -2.5208, -0.2100], [3.4956, -3.1608, -0.7185], [4.3416, -2.1968, -1.1892], [4.1937, -3.8197, 0.2160], [3.3422, -4.1617, -1.9364], [3.6819, -5.3965, -1.5852], [2.1153, -4.1679, -2.3634], [4.2110, -3.8333, -2.9037], [2.0073, -0.9703, -2.3760], [2.4128, -1.7060, -3.2440], [1.8565, 0.5095, -2.6433], [0.7928, 1.1583, -2.2122], [0.5803, 2.6461, -2.4288], [1.4530, 3.2017, -3.5483], [2.6157, 3.8952, -3.2058], [3.4612, 4.3841, -4.1986], [3.1772, 4.1809, -5.5735], [2.0009, 3.5090, -5.8804], [1.1436, 3.0118, -4.9037], [-0.2279, 0.3725, -1.4511], [-1.4185, 0.6216, -1.4980], [-0.1199, -5.3760, -0.0862], [0.5025, -6.1146, -1.1369], [1.0670, -7.3798, -0.9501], [1.6618, -8.0316, -2.0233], [1.7373, -7.4750, -3.2834], [1.1651, -6.2169, -3.4986], [0.5604, -5.5647, -2.4265], [2.4890, -5.7166, 0.7099], [2.1633, -6.0692, 2.3984], [2.9009, -3.7985, 2.4614], [1.1999, -3.8759, 2.8869], [-0.1762, -2.5242, 2.3631], [-1.2197, -0.7341, 1.1677], [2.6745, 0.9754, -3.2006], [0.7997, 3.1758, -1.4750], [-0.4789, 2.8015, -2.7039], [2.8304, 4.0316, -2.1436], [4.3878, 4.9086, -3.9562], [3.8754, 4.5508, -6.3223], [1.7534, 3.3291, -6.9288], [0.2347, 2.4710, -5.1774], [0.1016, -4.3858, -0.1223], [1.0261, -7.8673, 0.0254], [2.1165, -9.0202, -1.9167], [2.2337, -7.9606, -4.1239], [1.2278, -5.7238, -4.4549], [0.1146, -4.5766, -2.5971], [-0.9696, 1.1644, 0.9491], [2.1162, 2.2821, 7.1560], [1.7827, 2.4258, 5.6920], [1.7361, 3.8452, 5.1959], [0.8475, 3.7296, 4.0667], [0.0154, 2.6938, 4.3282], [-0.9649, 2.4381, 3.6860], [0.4394, 1.9844, 5.4069], [1.9382, 1.2599, 7.4905], [3.1597, 2.5357, 7.3421], [1.4855, 2.9291, 7.7669], [2.4728, 1.8085, 5.0887], [2.7102, 4.2219, 4.8915], [1.2910, 4.5402, 5.9098], [1.2509, 4.6548, -0.3750], [1.0148, 5.4345, 0.1431], [2.0853, -2.0943, -5.2921], [1.5123, -2.7437, -6.9071], [1.8382, -3.9138, -5.9269], [1.3587, -4.9876, -6.3916], [0.4380, -2.6149, -7.0092], [1.9310, -1.8111, -6.5123], [1.9422, -2.9085, -7.8935], [1.4816, -3.5911, -4.9267], [3.0445, -3.8536, -5.7905], [-4.4441, 3.4495, 2.6687], [-3.5918, 2.5872, 1.8944], [-3.7137, 4.5695, 3.0849], [-5.5234, 3.8557, 1.8778], [-4.9289, 2.7511, 3.8058], [4.9400, 7.0000, -6.3326], [4.6824, 7.8117, -7.2028], [4.4577, 7.1339, -5.2044], [5.6729, 6.0399, -6.5703], [-7.8212, 4.2560, 5.0830], [-8.5037, 3.4874, 4.2622], [-9.6877, 3.9709, 3.7030], [-10.3953, 3.1664, 2.8427], [-9.9289, 1.8740, 2.5464], [-8.7426, 1.4013, 3.1183], [-8.0249, 2.2050, 3.9712], [-10.0316, 4.9657, 3.9514], [-11.3106, 3.5281, 2.3950], [-10.4914, 1.2422, 1.8716], [-8.3892, 0.4055, 2.8901], [-7.1005, 1.8650, 4.4171], [2.0589, 1.0095, 2.3403], [-3.1621, 3.1921, 7.0175], [-2.0423, 3.5117, 7.8523], [-4.0663, 3.5398, 7.5083], [-3.0548, 3.6872, 6.0501], [-3.2179, 2.1096, 6.8765], [-1.2560, 3.1949, 7.4032]], "forces_ev_per_a": [[-0.3, -0.4, 0.5], [0.5, 0.9, 0.4], [-0.3, 0.0, 0.3], [0.3, -0.6, -0.5], [1.0, -0.5, 0.1], [-0.2, 0.4, 0.0], [0.9, 0.9, -2.6], [-2.1, 0.7, 1.4], [0.7, -0.6, 0.3], [-1.9, 0.7, 0.7], [0.7, -0.2, -0.6], [-0.6, 0.6, 0.5], [-0.5, 0.3, 0.6], [1.8, -0.6, 0.6], [-0.3, 0.0, 0.4], [0.9, 2.0, -0.5], [-0.6, 0.3, -0.2], [-1.0, 2.4, 1.3], [0.3, -1.6, -2.6], [1.3, -2.0, 0.2], [-0.6, 1.3, 0.2], [-0.4, -0.4, -0.9], [0.2, 0.0, 0.2], [-0.2, -0.2, 0.1], [0.5, 0.0, -0.9], [-0.3, 0.0, 1.4], [0.1, -0.3, -1.0], [0.1, 0.0, 0.7], [0.1, -0.9, 0.2], [1.4, -0.4, 0.9], [0.5, -0.4, 0.7], [0.0, -0.1, -1.7], [-0.2, 0.0, 0.2], [0.5, -0.8, -0.1], [-0.2, 0.9, -0.7], [-0.3, -0.6, 1.0], [-1.8, -1.2, -0.1], [-0.1, 0.5, 0.1], [-0.3, 0.2, -0.3], [-0.2, 0.1, -0.4], [0.3, 0.0, -0.4], [0.4, -0.1, -0.3], [1.1, -1.3, -0.9], [-0.4, -0.1, -0.1], [-0.3, 0.1, -0.3], [0.3, 0.0, 0.4], [0.0, 0.2, -0.3], [-0.4, -0.2, 0.1], [-0.3, -0.2, 0.1], [0.0, 0.1, 0.3], [0.2, 0.2, 0.0], [0.0, -0.2, -0.5], [0.0, 0.0, -0.4], [-0.3, 0.3, 0.4], [-0.1, -0.1, 0.4], [-0.2, -0.3, -0.2], [-0.2, -0.5, 0.1], [-1.5, 2.0, 0.3], [-0.2, -0.3, 0.1], [0.1, 0.2, 1.0], [0.3, 0.3, -0.1], [0.1, -0.5, -0.1], [-0.7, 0.3, 0.1], [0.9, -0.5, -0.4], [0.0, 0.1, -0.6], [0.1, 0.0, 0.0], [0.0, 0.0, -0.1], [0.0, 0.1, -0.1], [0.0, 0.0, -0.1], [-0.1, 0.1, -0.2], [0.0, -0.1, 0.1], [0.2, -0.7, 0.3], [-0.1, 0.0, -0.1], [0.7, -3.1, 3.9], [-1.3, -1.4, -0.6], [1.8, -0.1, -2.7], [0.2, 0.3, 0.7], [-0.2, 0.1, 0.1], [0.6, 3.1, -2.6], [0.4, 0.3, 0.2], [-1.0, 0.9, 2.4], [-0.7, 0.4, 0.3], [-0.3, 0.6, 0.2], [0.4, -0.4, -0.1], [0.1, -0.3, 0.0], [0.1, -0.3, 0.0], [0.2, -0.2, -0.3], [0.2, 0.0, -0.1], [-0.1, 0.1, 0.0], [-0.1, 0.0, 0.0], [-0.1, 0.0, 0.1], [-0.1, -0.2, -0.2], [0.1, 0.1, 0.0], [-0.4, 0.3, -0.1], [0.1, 0.2, 0.1], [0.0, -0.1, -0.1], [0.0, 0.1, 0.1], [0.4, -0.6, 0.1], [0.1, 0.0, 0.0], [0.0, 0.0, 0.0], [0.0, 0.0, 0.0], [0.0, 0.0, 0.0], [0.1, 0.2, 0.0], [0.2, 0.4, 0.2], [0.4, 0.0, -0.2], [0.0, 0.1, 0.1], [0.1, 0.0, 0.0], [-0.3, -0.1, -0.1], [-0.2, 0.0, -0.1], [0.0, -0.1, 0.0]]}



{"formula": "C9H18N2O4", "method": "ωB97M-V with the def2-TZVPD basis set", "molar_mass_da": 218.3, "total_energy_ev": -20795.1929, "total_charge": 0, "multiplicity": 1, "e_above_lowest_ev": 1.967, "homo_lumo_gap_ev": 9.982, "smiles": "CC(C)C[C@H](N)C(=O)N[C@@H](CO)C(=O)O", "species": ["C", "C", "C", "C", "C", "N", "C", "O", "N", "C", "C", "O", "C", "O", "O", "H", "H", "H", "H", "H", "H", "H", "H", "H", "H", "H", "H", "H", "H", "H", "H", "H", "H"], "coordinates": [[-2.9109, 1.3904, -0.2948], [-2.3794, 0.0354, -0.9052], [-3.2468, -1.1258, -0.5006], [-0.8694, -0.2111, -0.5625], [-0.4630, -0.5724, 0.8972], [-0.6227, 0.5980, 1.7693], [0.9241, -1.1794, 0.9660], [1.1469, -2.3848, 0.8069], [2.0305, -0.3817, 1.2249], [2.6638, 0.3367, 0.0956], [2.7669, -0.4592, -1.2714], [3.3404, -1.7301, -1.0111], [2.1079, 1.7294, -0.1123], [2.1500, 2.3877, -1.1254], [1.6307, 2.2577, 1.0655], [-2.1889, 2.1927, -0.5153], [-2.9754, 1.2668, 0.8020], [-3.8790, 1.6239, -0.7541], [-2.4003, 0.1466, -1.9964], [-4.2934, -1.0299, -0.8400], [-2.7981, -2.0756, -0.8495], [-3.3283, -1.1471, 0.6008], [-0.4388, -1.0282, -1.2004], [-0.3072, 0.6849, -0.9112], [-1.1340, -1.3843, 1.2157], [-0.3340, 1.4442, 1.2936], [-0.1757, 0.4036, 2.6513], [2.7402, -1.0043, 1.6102], [3.7039, 0.4481, 0.4234], [1.7661, -0.6398, -1.7069], [3.4193, 0.0845, -1.9726], [2.5990, -2.2370, -0.6242], [1.7555, 1.5602, 1.7316]], "forces_ev_per_a": [[0.7, -1.1, -0.2], [0.6, 1.1, 0.4], [-0.3, -0.5, 0.6], [0.8, -0.2, -0.8], [-0.8, 0.8, -0.2], [-0.7, -1.1, -0.6], [0.2, -2.2, -1.1], [-1.1, 1.2, 0.4], [1.2, 0.7, 0.3], [0.3, -0.5, -1.4], [-0.3, -0.2, 0.8], [-0.5, 0.0, 0.2], [0.0, 1.5, 0.5], [-0.2, -1.1, 1.0], [0.5, 0.0, -1.1], [-0.4, -0.1, 0.1], [-0.2, 0.3, -0.6], [0.2, 0.1, 0.3], [0.0, -0.1, 0.1], [0.5, -0.1, -0.2], [-0.5, 0.3, 0.2], [0.2, -0.2, -0.3], [-0.7, 0.4, 0.4], [-0.2, -0.3, 0.4], [0.2, 0.2, 0.1], [0.2, -0.1, 0.5], [0.1, 0.6, 0.1], [-0.2, 0.1, -0.2], [-0.1, 0.3, -0.1], [0.3, 0.6, 0.0], [-0.4, -0.1, 0.3], [0.7, -0.2, 0.0], [-0.2, 0.0, 0.1]]}